# 1
A 2-piece molecular cluster, C6H15O2 overall, computed with ωB97M-V/def2-TZVPD.

The geometry in XYZ format:
```
23
Properties=species:S:1:pos:R:3:lowdin_charge:R:1
C 2.52370 -1.25589 0.04097 -0.58
O 3.70238 -0.73274 0.36594 -0.37
C 1.49271 -0.22291 -0.57181 -0.17
C -0.03304 -0.39939 -0.28746 -0.40
C -0.35118 -0.82498 1.14413 -0.10
C -0.79063 0.85673 -0.63060 -0.24
C -1.98863 0.70270 -1.60643 -0.10
H 2.60673 -2.05535 -0.75158 0.07
H 2.03147 -1.72902 0.93858 0.07
H 1.85154 0.62965 0.00534 0.09
H 1.64241 -0.05669 -1.63051 0.09
H -0.36330 -1.26457 -0.89615 0.13
H -1.40947 -1.02574 1.29314 0.06
H 0.17376 -1.75672 1.32792 0.05
H -0.03334 -0.08236 1.87057 0.09
H -0.07433 1.62937 -0.97780 0.11
H -1.21865 1.33416 0.27723 0.08
H -2.98755 0.77983 -1.19609 0.04
H -2.00081 -0.29557 -2.07081 0.07
H -1.87588 1.39404 -2.44976 0.07
H -3.23191 0.94708 1.93927 0.03
H -2.87681 1.24848 0.48350 -0.02
O -3.33881 1.61533 1.25786 -0.07
```

As for the lowest unoccupied orbital energy: 0.118 Ha. For the energy above the lowest of the compared OMol25 structures with the same formula, charge and spin, the calculation gives 33.5 kcal/mol. The net charge is -1.

***

# 2
C6H15O9Sr as an isolated structure, computed with ωB97M-V/def2-TZVPD.

The geometry in XYZ format:
```
31
Properties=species:S:1:pos:R:3:lowdin_charge:R:1
Sr 0.47131 0.32661 -0.46839 1.63
C -1.54306 -1.86102 2.46737 -0.04
C -0.00967 -1.86285 2.44153 -0.76
O 0.57797 -2.49434 3.33614 -0.06
O 0.49225 -1.27709 1.44481 -0.20
H -1.92555 -1.04825 1.85032 0.04
H -1.89531 -1.77444 3.49686 0.06
H -1.91785 -2.81525 2.08604 0.06
C -1.91491 2.97708 2.46696 -0.02
C -0.99011 2.26232 1.49269 -0.73
O -1.52580 1.66590 0.51531 -0.16
O 0.24485 2.32404 1.69744 -0.07
H -2.51072 2.24632 3.01416 0.07
H -2.59480 3.63359 1.92315 0.07
H -1.33896 3.57382 3.17342 0.07
C 2.31892 -2.43106 -3.55734 -0.03
C 1.90912 -1.60710 -2.33976 -0.75
O 2.18767 -0.34836 -2.39587 -0.19
O 1.27274 -2.11250 -1.40588 -0.08
H 1.45346 -2.91388 -4.00833 0.07
H 3.05341 -3.19818 -3.29587 0.07
H 2.79571 -1.78362 -4.29440 0.06
O 0.06567 1.81578 -2.38579 -0.14
H -0.69382 2.29433 -2.72621 0.06
H 0.76975 1.89516 -3.03917 0.06
O -1.85012 -0.56015 -1.25495 -0.11
H -2.58816 -0.13295 -0.80631 0.04
H -2.13234 -1.44429 -1.50183 0.06
O 2.45637 1.38963 0.37501 -0.18
H 1.99771 1.95891 1.02948 0.03
H 3.36427 1.30185 0.66943 0.06
```

As for the lowest unoccupied orbital energy: 0.084 Ha. For the energy above the lowest of the compared OMol25 structures with the same formula, charge and spin, the calculation gives 0.0 kcal/mol. The net charge is -1.

***

# 3
C6H15O9Zn2 as an isolated structure, computed with ωB97M-V/def2-TZVPD.

The geometry in XYZ format:
```
32
Properties=species:S:1:pos:R:3:lowdin_charge:R:1
Zn -16.79860 -3.64804 0.18159 1.18
Zn -17.09265 -0.84519 4.01223 0.93
C -18.72539 0.33768 0.18019 0.05
C -18.09211 -0.86284 0.90531 -0.59
O -17.77479 -1.80649 0.15025 -0.09
O -17.83246 -0.88016 2.14547 -0.19
H -19.42347 0.06875 -0.61257 0.10
H -17.91240 0.92585 -0.24548 0.07
H -19.28783 0.94818 0.88663 0.07
C -19.00739 3.85608 0.31330 0.02
C -20.08069 4.39444 -0.66644 -0.62
O -21.15378 3.80095 -0.86754 0.14
O -20.09301 5.61298 -1.02030 0.14
H -19.40379 3.08346 0.97211 0.05
H -18.60374 4.56496 1.03625 0.09
H -18.26810 3.24471 -0.20417 0.05
C -19.19997 -6.70225 -0.87312 0.01
C -19.06206 -5.28841 -1.52192 -0.65
O -19.61011 -5.02309 -2.65307 0.06
O -18.26581 -4.49205 -1.01316 -0.13
H -18.61572 -7.41938 -1.44973 0.09
H -20.26509 -6.93119 -0.83825 0.08
H -18.90001 -6.58747 0.16848 0.06
O -16.39700 1.93803 -2.09995 -0.04
H -16.00252 2.38883 -1.35336 0.03
H -16.21473 1.01132 -1.94438 0.03
O -18.75851 0.31112 4.62841 -0.08
H -18.94215 1.24367 4.74178 0.09
H -19.52680 -0.03093 4.17129 0.07
O -19.88881 -2.19197 -2.19692 -0.03
H -19.32680 -2.18005 -1.42217 -0.03
H -20.74650 -1.91394 -1.87552 0.04
```

As for the lowest unoccupied orbital energy: -0.308 Ha. The net charge is +1.

***

We obtain E_HOMO values of -2.2; -4.7; -10.1 eV for the records listed above, in that order.
We obtain Kohn-Sham gap values of 5.404; 6.949; 1.695 eV for the records listed above, in that order.